[1]
Molecular formula: Br2H2NOP
Method: DFT, ωB97M-V/def2-TZVPD

Its spin multiplicity is 1. The calculation puts the HOMO energy (spin up / spin down) at -10.5 / -9.6 eV. As for the net charge: 0. The value obtained for the gap between HOMO and LUMO (spin up / spin down) is 7.8 / 5.5 eV. As for the total energy: -152942.984 eV.

```
7
Br2H2NOP (ωB97M-V/def2-TZVPD)
N 0.82 0.54 -0.90
O -0.31 -1.56 -1.59
P 0.56 -0.52 -2.17
Br -0.58 0.86 -3.56
Br 3.20 -0.44 1.32
H 1.70 1.03 -0.62
H 0.25 0.20 -0.11
```

Atom charges from the Mulliken analysis, given in e for atoms 1 to 6: -0.423, -0.471, 0.549, -0.171, -0.008, 0.241



[2]
Molecular formula: Br2H2NOP
Method: DFT, ωB97M-V/def2-TZVPD

Its spin multiplicity is 1. The calculation puts the HOMO energy at -10.2 eV. As for the net charge: 0. The value obtained for the gap between HOMO and LUMO is 8.7 eV. The structure (SMILES) is NP(=O)(Br)Br. As for the total energy: -152945.280 eV.

```
7
Br2H2NOP (ωB97M-V/def2-TZVPD)
N -0.29 0.36 0.06
O -1.81 0.56 2.21
P -1.76 0.39 0.78
Br -2.73 1.90 -0.32
Br -3.00 -1.85 -0.10
H -0.18 0.45 -0.89
H 0.47 0.61 0.70
```

Atom charges from the Mulliken analysis, given in e for atoms 1 to 6: -0.411, -0.479, 0.733, -0.077, -0.269, 0.239



[3]
Molecular formula: Br2H2NOP
Method: DFT, ωB97M-V/def2-TZVPD

Its spin multiplicity is 1. The calculation puts the HOMO energy (spin up / spin down) at -9.7 / -9.7 eV. As for the net charge: 0. The value obtained for the gap between HOMO and LUMO (spin up / spin down) is 7.3 / 7.3 eV. As for the total energy: -152944.356 eV.

```
7
Br2H2NOP (ωB97M-V/def2-TZVPD)
N 1.15 -0.08 0.19
O -0.69 -0.09 -1.82
P -0.40 -0.10 -0.40
Br -1.30 -1.86 0.64
Br -2.15 2.18 0.41
H 1.46 -0.58 1.08
H 1.94 0.52 -0.10
```

Atom charges from the Mulliken analysis, given in e for atoms 1 to 6: -0.445, -0.426, 0.749, -0.101, -0.308, 0.258



[4]
Molecular formula: Br2H4Si2
Method: DFT, ωB97M-V/def2-TZVPD

Its spin multiplicity is 1. The calculation puts the HOMO energy at -9.8 eV. As for the net charge: 0. The value obtained for the gap between HOMO and LUMO is 9.1 eV. The structure (SMILES) is [SiH3][SiH](Br)Br. As for the total energy: -155905.862 eV.

```
8
Br2H4Si2 (ωB97M-V/def2-TZVPD)
Si 0.80 0.59 0.93
Si -0.76 -0.45 -0.43
Br -1.55 0.97 -1.96
Br 0.22 -2.34 -2.07
H 2.15 0.48 0.36
H 0.37 1.99 1.00
H 0.72 -0.03 2.25
H -1.95 -1.22 -0.07
```

Atom charges from the Mulliken analysis, given in e for atoms 1 to 6: 0.359, 0.445, -0.175, -0.360, -0.064, -0.070



[5]
Molecular formula: Br3FZn
Method: DFT, ωB97M-V/def2-TZVPD

Its spin multiplicity is 1. The calculation puts the HOMO energy at -1.8 eV. As for the net charge: -2. The value obtained for the gap between HOMO and LUMO is 7.9 eV. As for the total energy: -261269.230 eV.

```
5
Br3FZn (ωB97M-V/def2-TZVPD)
Zn -0.05 -0.02 0.03
F -1.52 1.19 -0.43
Br 0.61 0.86 2.26
Br 1.53 0.28 -2.01
Br -0.57 -2.31 0.14
```

Taken from the Mulliken analysis, the atomic charges in e are: 0.613, -0.703, -0.645, -0.715, -0.550



[6]
Molecular formula: Br5HOSi2
Method: DFT, ωB97M-V/def2-TZVPD

Its spin multiplicity is 3. The calculation puts the HOMO energy (spin up / spin down) at -5.8 / -10.8 eV. As for the net charge: 0. The expectation value of S² is 2.01. The value obtained for the gap between HOMO and LUMO (spin up / spin down) is 5.8 / 6.1 eV. As for the total energy: -368032.689 eV.

```
9
Br5HOSi2 (ωB97M-V/def2-TZVPD)
O 1.45 0.66 -0.30
Si -0.43 -1.49 -0.50
Si 0.92 1.79 0.54
Br 0.09 -0.59 -2.34
Br -1.63 -3.32 -1.13
Br -1.63 0.09 0.54
Br 0.90 1.44 2.68
Br -0.10 3.58 -0.08
H 0.42 -2.15 0.60
```

Atom charges from the Mulliken analysis, given in e for atoms 1 to 6: -0.046, 0.702, 0.141, -0.039, -0.274, -0.174



[7]
Molecular formula: BrCl2HNP
Method: DFT, ωB97M-V/def2-TZVPD

Its spin multiplicity is 1. The calculation puts the HOMO energy at -10.5 eV. As for the net charge: 0. The value obtained for the gap between HOMO and LUMO is 9.4 eV. The structure (SMILES) is N=P(Cl)(Cl)Br. As for the total energy: -105883.624 eV.

```
6
BrCl2HNP (ωB97M-V/def2-TZVPD)
N -1.36 0.04 0.49
P 0.12 -0.13 0.00
Cl 0.78 -1.33 -1.78
Cl 1.02 -1.19 1.38
Br 1.29 1.73 -0.40
H -1.85 0.88 0.32
```

Taken from the Mulliken analysis, the atomic charges in e are: -0.552, 0.728, -0.238, -0.115, -0.098, 0.275



[8]
Molecular formula: BrClFHN3O
Method: DFT, ωB97M-V/def2-TZVPD

Its spin multiplicity is 1. The calculation puts the HOMO energy at -4.2 eV. As for the net charge: -1. The value obtained for the gap between HOMO and LUMO is 7.5 eV. As for the total energy: -91813.109 eV.

```
8
BrClFHN3O (ωB97M-V/def2-TZVPD)
N 0.37 2.02 -0.22
N 1.40 1.70 -0.78
N 2.23 0.93 -1.11
O -0.10 3.17 -0.04
F -0.20 -1.26 -0.47
Cl -0.02 0.91 1.46
Br 2.89 -0.36 0.17
H 0.19 -0.88 0.24
```

Atom charges from the Mulliken analysis, given in e for atoms 1 to 6: 0.373, 0.476, -0.492, -0.608, -0.375, -0.477